Record 1
Here is a 2-piece molecular cluster, C40H29O3 overall from the OMol25 dataset. Energies are from ωB97M-V with the def2-TZVPD basis set.

LUMO level (eV): 1.68
Total charge: -1
Orbital gap (eV): 6.044
ΔE to the lowest compared entry with this formula, charge and spin (kJ/mol): 0.0

XYZ file:
```
72
C40H29O3 ωB97M-V with the def2-TZVPD basis set
C 1.39 -5.94 -0.46
C 1.27 -5.24 0.75
C 0.14 -4.43 0.97
C -0.85 -4.29 -0.02
C -2.10 -3.44 0.10
C -2.09 -2.52 1.18
C -3.18 -1.66 1.50
C -3.00 -0.82 2.75
C -1.97 -0.99 3.69
C -1.95 -0.24 4.88
C -2.99 0.66 5.15
C -4.01 0.84 4.21
C -4.01 0.12 3.02
O -4.25 -1.60 0.88
O -3.04 -3.60 -0.70
C -0.69 -4.99 -1.23
C 0.40 -5.82 -1.44
H 2.26 -6.59 -0.64
H 2.06 -5.31 1.50
H 0.05 -3.90 1.92
H -1.11 -2.28 1.60
H -1.17 -1.71 3.49
H -1.14 -0.37 5.60
H -3.01 1.22 6.08
H -4.83 1.55 4.38
H -4.79 0.26 2.27
H -1.45 -4.84 -2.00
H 0.47 -6.36 -2.39
C -3.41 -9.10 -4.48
C -3.28 -7.72 -4.26
C -3.43 -7.20 -2.97
C -3.69 -8.05 -1.88
C -3.79 -7.48 -0.52
C -4.37 -6.26 -0.30
C -4.50 -5.69 1.01
C -5.16 -4.47 1.17
C -5.46 -3.89 2.44
C -4.47 -3.74 3.45
C -4.77 -3.11 4.66
C -6.08 -2.70 4.93
C -7.09 -2.89 3.97
C -6.78 -3.47 2.74
C -3.97 -6.43 2.11
C -3.33 -7.63 1.96
C -2.74 -8.31 3.13
C -2.11 -7.53 4.11
C -1.57 -8.12 5.26
C -1.67 -9.50 5.45
C -2.30 -10.29 4.48
C -2.83 -9.70 3.33
C -3.32 -8.29 0.64
O -2.93 -9.46 0.50
C -3.87 -9.43 -2.13
C -3.72 -9.95 -3.41
H -3.28 -9.51 -5.48
H -3.05 -7.04 -5.08
H -3.31 -6.13 -2.77
H -4.76 -5.69 -1.14
H -5.59 -4.03 0.27
H -3.45 -4.08 3.25
H -3.97 -2.94 5.38
H -6.31 -2.25 5.89
H -8.11 -2.59 4.18
H -7.55 -3.61 1.97
H -4.12 -6.04 3.11
H -2.02 -6.45 3.94
H -1.06 -7.48 5.99
H -1.25 -9.96 6.35
H -2.39 -11.37 4.62
H -3.29 -10.32 2.56
H -4.08 -10.09 -1.29
H -3.84 -11.02 -3.57
```

Record 2
Here is C33H57BrN2O5PSiTe2Y as an isolated structure from the OMol25 dataset. Energies are from ωB97M-V with the def2-TZVPD basis set.

LUMO level (eV): 0.35
Total charge: 0
Orbital gap (eV): 7.552

XYZ file:
```
103
C33H57BrN2O5PSiTe2Y ωB97M-V with the def2-TZVPD basis set
Y -1.53 0.39 1.55
C -1.84 3.00 1.88
C -0.57 3.04 1.23
C -0.78 3.58 -0.05
C -2.15 3.83 -0.21
C -2.81 3.48 0.97
H -2.02 2.81 2.93
H 0.38 2.81 1.70
H -0.02 3.72 -0.80
H -2.62 4.21 -1.11
H -3.87 3.57 1.18
C 0.56 -4.19 1.90
C -0.17 -2.91 1.70
N 0.30 -1.74 1.90
O 1.61 -1.69 2.33
C -1.60 -2.93 1.31
C -2.46 -4.15 1.30
N -2.03 -1.74 1.08
O -3.27 -1.32 0.95
H 1.59 -4.02 2.21
H 0.55 -4.78 0.99
H 0.05 -4.79 2.66
H 1.65 -0.80 2.70
H -2.08 -4.91 0.62
H -3.47 -3.87 1.00
H -2.51 -4.60 2.30
C 3.12 2.59 -0.50
C 3.08 2.06 -1.94
C 4.47 2.33 -2.56
C 2.04 2.90 -2.70
Si 2.62 0.20 -2.04
Br 0.87 -0.01 -0.62
C 3.96 -0.96 -1.29
C 5.11 -1.19 -2.28
C 4.54 -0.32 -0.02
C 3.41 -2.33 -0.86
C 1.95 -0.35 -3.75
C 2.90 0.07 -4.88
C 0.56 0.24 -4.06
C 1.78 -1.88 -3.83
H 3.31 3.67 -0.54
H 3.90 2.14 0.10
H 2.17 2.46 0.02
H 4.65 3.41 -2.55
H 4.55 2.00 -3.60
H 5.27 1.87 -1.99
H 2.25 3.96 -2.52
H 1.02 2.70 -2.37
H 2.08 2.75 -3.78
H 5.56 -0.27 -2.64
H 4.81 -1.79 -3.14
H 5.90 -1.75 -1.77
H 5.11 0.59 -0.23
H 5.24 -1.03 0.44
H 3.77 -0.09 0.71
H 2.97 -2.91 -1.67
H 2.67 -2.23 -0.07
H 4.24 -2.91 -0.46
H 2.94 1.16 -5.00
H 2.52 -0.33 -5.83
H 3.92 -0.30 -4.76
H 0.55 1.32 -4.14
H -0.18 -0.05 -3.31
H 0.23 -0.16 -5.02
H 2.73 -2.41 -3.79
H 1.31 -2.13 -4.78
H 1.14 -2.26 -3.03
C -1.11 3.19 6.04
C 0.16 2.40 5.86
O -0.07 0.97 5.85
P -0.57 0.15 4.59
O 0.07 0.67 3.31
Te -2.92 0.08 4.24
O 0.00 -1.29 4.90
C 0.12 -1.90 6.20
C -1.20 -2.42 6.71
H -0.85 4.24 6.18
H -1.67 2.85 6.91
H -1.77 3.12 5.17
H 0.83 2.55 6.70
H 0.68 2.65 4.94
H 0.56 -1.16 6.88
H 0.84 -2.70 6.06
H -1.90 -1.61 6.93
H -1.02 -2.98 7.64
H -1.66 -3.09 5.99
C -4.57 1.31 -1.32
Te -2.47 1.00 -1.42
C -3.07 -0.91 -2.18
C -4.38 -0.63 -2.86
C -4.88 -1.44 -3.88
C -6.10 -1.16 -4.47
C -6.84 -0.07 -4.03
C -6.36 0.73 -3.01
C -5.13 0.46 -2.42
H -4.76 2.38 -1.46
H -4.93 1.01 -0.34
H -3.19 -1.57 -1.33
H -2.32 -1.30 -2.86
H -4.29 -2.28 -4.22
H -6.47 -1.78 -5.27
H -7.80 0.16 -4.50
H -6.93 1.59 -2.68
```